(1)
Molecular formula: C44H49N5O7P2S6Ti
Method: DFT, ωB97M-V/def2-TZVPD

Strongest force on any atom: 1.0 eV/A
Multiplicity: 3
ΔE to the lowest compared entry with this formula, charge and spin: 105.73 kcal/mol
Kohn-Sham gap (spin up / spin down): 5.0 / 7.3 eV
Charge: 0

Structure (XYZ):
```
114
Properties=species:S:1:pos:R:3:forces:R:3
Ti -2.014 -0.317 0.095 -0.1 -0.1 -0.9
S 1.136 -5.686 -1.977 0.0 -0.1 0.1
C 2.322 -6.893 -2.234 0.0 0.1 0.0
C 3.148 -7.020 -1.161 0.0 0.0 0.0
C 2.814 -6.130 -0.109 -0.1 0.0 0.0
C 1.735 -5.338 -0.393 0.0 -0.1 -0.1
C 1.144 -4.278 0.425 0.0 0.1 0.1
C -0.117 -3.727 0.094 0.1 0.0 0.0
N -0.671 -2.731 0.736 0.0 0.1 0.1
C -0.036 -2.244 1.826 0.2 -0.3 -0.2
C 1.217 -2.717 2.258 -0.2 0.0 -0.1
C 1.813 -2.126 3.415 0.0 0.1 0.1
C 1.170 -1.149 4.096 0.1 -0.1 0.0
C -0.127 -0.683 3.698 -0.1 -0.1 0.1
C -0.852 0.261 4.444 -0.3 -0.1 -0.2
C -2.157 0.556 4.056 0.4 0.1 0.4
C -2.657 -0.007 2.889 0.2 -0.5 -0.6
N -1.946 -0.839 2.086 0.0 0.3 1.0
C -0.712 -1.233 2.555 -0.4 0.2 0.1
C -2.986 1.466 4.848 -0.1 0.1 0.1
C -2.572 2.443 5.707 0.0 0.0 0.0
C -3.643 3.189 6.264 0.0 0.0 0.0
C -4.858 2.765 5.824 0.1 -0.1 0.0
S -4.708 1.455 4.732 0.0 0.0 0.0
C 1.806 -3.744 1.512 0.0 -0.1 0.0
H 2.343 -7.445 -3.158 0.0 0.0 0.0
H 3.961 -7.728 -1.117 0.0 0.0 0.0
H 3.344 -6.093 0.831 0.0 0.0 0.0
H -0.680 -4.131 -0.738 0.0 0.0 0.0
H 2.783 -2.479 3.745 0.0 0.0 0.0
H 1.622 -0.704 4.973 0.0 0.0 0.0
H -0.422 0.683 5.342 0.0 0.0 0.0
H -3.654 0.229 2.541 0.0 0.0 0.0
H -1.531 2.650 5.905 0.0 0.0 0.0
H -3.512 4.007 6.956 0.0 0.0 0.0
H -5.830 3.144 6.090 0.0 0.0 0.0
H 2.784 -4.112 1.800 0.0 0.0 0.0
N -5.773 0.278 -2.875 0.0 0.1 0.0
C -5.495 -0.569 -1.655 0.1 0.0 0.0
C -6.751 -1.330 -1.275 0.0 0.0 0.0
P -5.052 0.726 -0.403 0.1 -0.1 -0.1
O -5.427 0.048 1.006 0.0 0.0 0.1
O -5.946 1.872 -0.721 -0.1 0.0 -0.1
O -3.558 0.923 -0.424 -0.1 0.1 0.2
P -4.052 -1.786 -2.012 -0.1 0.0 0.1
O -3.378 -0.680 -3.084 0.1 0.0 0.0
O -3.286 -1.663 -0.666 -0.1 -0.5 0.0
O -0.835 -0.582 -1.305 0.4 -0.6 -0.4
H -6.171 1.170 -2.518 0.0 -0.1 -0.1
H -6.397 -0.183 -3.534 0.0 0.0 0.0
H -4.861 0.449 -3.328 0.0 0.0 0.0
H -7.571 -0.663 -0.999 0.0 0.0 0.0
H -6.531 -1.971 -0.422 0.0 0.0 0.0
H -7.074 -1.976 -2.096 0.0 0.0 0.0
H -6.217 0.452 1.384 0.0 0.0 0.0
H -2.432 -0.873 -3.243 -0.1 0.0 -0.1
C 4.612 -1.336 1.320 0.0 0.0 0.0
C 5.188 -1.687 -0.047 0.0 0.0 0.0
C 4.218 -2.432 -0.962 0.0 0.1 0.0
C 2.960 -1.632 -1.266 0.0 0.0 0.0
N 2.232 -2.214 -2.405 0.1 0.0 0.1
C 1.141 -1.476 -2.879 -0.1 -0.2 -0.2
S -0.467 -1.801 -2.441 -0.2 0.5 0.2
N 1.422 -0.376 -3.638 0.0 0.2 0.0
C 2.741 0.028 -4.085 0.0 0.0 0.0
C 3.241 1.299 -3.399 0.0 0.0 0.0
C 4.727 1.558 -3.623 0.0 0.0 0.0
C 5.092 1.791 -5.085 0.0 0.0 0.0
H 5.362 -0.858 1.951 0.0 0.0 0.0
H 4.263 -2.233 1.833 0.0 0.0 0.0
H 3.763 -0.655 1.243 0.0 0.0 0.0
H 6.087 -2.295 0.086 0.0 0.0 0.0
H 5.512 -0.770 -0.551 0.0 0.0 0.0
H 4.712 -2.650 -1.913 0.0 0.0 0.0
H 3.946 -3.399 -0.524 0.0 0.0 0.0
H 3.247 -0.615 -1.534 0.0 0.0 0.0
H 2.307 -1.559 -0.385 0.0 0.0 0.0
H 1.955 -3.165 -2.198 0.0 0.1 0.0
H 0.656 0.265 -3.779 0.1 0.0 0.0
H 2.707 0.181 -5.168 0.0 0.0 0.0
H 3.414 -0.810 -3.902 0.0 0.0 0.0
H 3.032 1.236 -2.329 0.0 0.0 0.0
H 2.658 2.147 -3.762 0.0 0.0 0.0
H 5.301 0.711 -3.232 0.0 0.0 0.0
H 5.023 2.427 -3.031 0.0 0.0 0.0
H 4.928 0.899 -5.690 0.0 0.0 0.0
H 6.141 2.069 -5.188 0.0 0.0 0.0
H 4.491 2.597 -5.511 0.0 0.0 0.0
O -1.123 1.229 0.530 0.0 0.8 0.5
C -0.661 2.538 0.531 0.0 -0.3 -0.2
C -1.742 3.544 0.898 0.0 -0.1 0.1
C -1.820 4.854 0.526 0.0 0.0 0.0
C -2.899 5.541 1.146 0.0 0.0 0.0
C -3.612 4.734 1.976 0.0 -0.1 0.0
S -2.983 3.144 2.009 0.0 0.1 -0.1
C -0.181 2.909 -0.864 0.0 0.0 -0.1
C -0.891 2.733 -2.013 0.0 0.0 0.0
C -0.254 3.311 -3.143 0.0 0.0 0.0
C 0.923 3.918 -2.822 0.0 0.0 0.0
S 1.272 3.775 -1.154 0.0 0.0 0.0
C 0.484 2.590 1.532 0.0 0.0 0.0
C 1.446 1.636 1.674 0.0 0.0 0.0
C 2.370 1.938 2.707 0.0 0.0 0.0
C 2.084 3.118 3.326 0.0 0.0 0.0
S 0.688 3.858 2.668 0.1 0.0 0.0
H -1.131 5.308 -0.172 0.0 0.0 0.0
H -3.137 6.580 0.973 0.0 0.0 0.0
H -4.489 4.979 2.551 0.0 0.0 0.0
H -1.844 2.221 -2.024 0.0 0.0 0.0
H -0.657 3.291 -4.145 0.0 0.0 0.0
H 1.601 4.435 -3.480 0.0 0.0 0.0
H 1.464 0.740 1.067 0.0 0.0 0.0
H 3.204 1.307 2.979 0.0 0.0 0.0
H 2.619 3.588 4.134 0.0 0.0 0.0
```
Positions in Å, forces in eV/Å.

Here are the Löwdin charges for atoms 1 to 2, given in e:
1 Ti 0.998
2 S 1.060



(2)
Molecular formula: C3H5IN3
Method: DFT, ωB97M-V/def2-TZVPD

Strongest force on any atom: 4.2 eV/A
ΔE to the lowest compared entry with this formula, charge and spin: 103.32 kcal/mol
Kohn-Sham gap (spin up / spin down): 7.2 / 7.2 eV
Charge: +1

Structure (XYZ):
```
12
Properties=species:S:1:pos:R:3:forces:R:3
C 0.399 2.751 0.126 -0.2 0.9 -0.8
C 0.965 0.433 -0.102 1.4 -3.9 0.5
C 0.027 -1.735 -0.130 -1.6 -3.2 -0.8
N 0.852 1.692 -0.105 -0.7 2.2 0.7
N -1.180 0.316 0.572 1.0 -0.9 -0.8
N -0.177 -0.362 0.163 0.3 3.8 0.2
I -3.054 -0.348 0.458 -0.4 -0.5 0.2
H -0.020 3.652 -0.355 0.4 -0.6 0.5
H 1.934 -0.115 -0.024 -0.9 0.9 -0.4
H 0.791 -1.847 -0.951 -1.3 0.3 0.5
H 0.527 -2.242 0.736 -0.9 0.4 -0.4
H -1.065 -2.196 -0.388 3.0 0.8 0.6
```
Positions in Å, forces in eV/Å.

Here are the Löwdin charges for atoms 1 to 2, given in e:
1 C 0.255
2 C -0.134



(3)
Molecular formula: C4H6N2OS
Method: DFT, ωB97M-V/def2-TZVPD

Strongest force on any atom: 2.1 eV/A
ΔE to the lowest compared entry with this formula, charge and spin: 65.39 kcal/mol
Kohn-Sham gap: 9.4 eV
Charge: 0

Structure (XYZ):
```
14
Properties=species:S:1:pos:R:3:forces:R:3
N 1.664 1.268 -1.326 -0.6 -0.1 0.7
C 0.794 0.654 -0.477 -0.2 0.4 0.0
C 0.760 -0.660 -0.151 1.5 -0.6 -1.3
C -0.016 -1.164 0.936 -1.8 0.9 -0.2
O -0.019 -2.316 1.285 0.3 -1.0 0.5
C -1.032 -0.231 1.640 0.7 -0.3 -1.2
N -2.076 0.293 1.147 0.2 0.0 1.4
S -2.696 0.119 -0.359 0.2 -0.2 -0.7
H 1.394 2.091 -1.805 -0.5 0.9 0.0
H 2.269 0.734 -1.877 1.0 -1.1 -0.6
H 0.077 1.366 -0.041 0.3 -0.5 0.1
H 1.361 -1.455 -0.701 -0.6 1.3 0.8
H -0.767 -0.081 2.664 -0.3 0.4 0.8
H -1.713 -0.619 -0.936 -0.3 0.0 -0.2
```
Positions in Å, forces in eV/Å.

Here are the Löwdin charges for atoms 1 to 2, given in e:
1 N 0.103
2 C -0.182



(4)
Molecular formula: C4H12N2O2
Method: DFT, ωB97M-V/def2-TZVPD

Strongest force on any atom: 3.7 eV/A
ΔE to the lowest compared entry with this formula, charge and spin: 81.61 kcal/mol
Kohn-Sham gap: 9.4 eV
Charge: 0

Structure (XYZ):
```
20
Properties=species:S:1:pos:R:3:forces:R:3
N 1.898 -1.570 -0.159 -1.8 2.3 0.3
C 1.668 -0.044 -0.172 3.6 -0.8 -0.6
C 0.576 0.404 -1.160 0.0 1.1 0.7
N -0.661 -0.250 -0.739 0.4 0.1 -0.9
C -1.234 0.498 0.345 0.2 0.0 1.5
C -1.805 1.898 0.012 1.2 -0.2 -0.4
O -1.200 2.847 -0.438 0.0 -0.7 0.3
H 2.688 -1.878 0.426 -0.4 0.3 -1.3
H 1.797 -1.747 -1.159 1.0 -1.1 0.7
H 2.598 0.357 -0.650 -0.4 0.2 0.4
H 1.771 0.387 0.880 -1.1 -0.6 -1.3
H 0.788 0.325 -2.295 0.0 -0.5 2.0
H 0.483 1.513 -0.960 0.2 -1.0 -0.7
H -1.242 -0.473 -1.527 -0.6 0.2 0.1
H -2.015 -0.133 0.869 0.8 0.9 -0.5
H -0.344 0.676 1.051 -1.6 -0.3 -0.6
H -2.846 2.014 0.203 -1.5 0.1 0.3
O 0.183 -2.685 2.000 -0.6 2.7 1.6
H 0.230 -3.605 1.966 0.3 -2.0 -0.9
H 0.355 -2.186 1.195 0.4 -0.8 -0.7
```
Positions in Å, forces in eV/Å.

Here are the Löwdin charges for atoms 1 to 2, given in e:
1 N -0.028
2 C -0.258



(5)
Molecular formula: C27H54NO
Method: DFT, ωB97M-V/def2-TZVPD

Strongest force on any atom: 9.7 eV/A
Multiplicity: 2
Kohn-Sham gap (spin up / spin down): 9.5 / 9.1 eV
Charge: 0

Structure (XYZ):
```
83
Properties=species:S:1:pos:R:3:forces:R:3
C -2.711 0.805 -2.629 3.1 -0.3 9.0
C -2.284 0.860 -1.267 -1.1 -0.6 -9.6
C -1.291 0.892 0.051 -1.9 0.3 0.8
C -0.995 -0.633 0.676 -0.7 0.8 -1.8
C -2.457 -1.373 0.725 0.0 0.2 0.2
C -2.598 -2.578 1.824 -1.2 -0.4 -1.1
C -2.142 -4.000 1.119 -1.0 -0.8 0.4
C -0.096 -1.404 -0.453 0.7 0.2 0.2
C 1.490 -1.429 -0.015 0.6 -0.4 -3.2
C 2.257 0.004 -0.222 1.2 0.0 0.7
C 2.220 -2.478 -1.097 0.0 0.5 0.0
N 1.650 -2.068 1.338 -2.9 -1.2 -1.0
O 1.214 -3.332 1.201 1.1 2.0 1.0
C 1.011 -1.320 2.468 -0.3 1.2 3.4
C 0.548 -2.304 3.740 1.2 0.7 -0.2
C 2.151 -0.303 3.151 -0.1 -0.1 -0.2
C -0.275 -0.391 2.118 -0.3 1.0 -0.4
H -3.082 0.558 -3.736 0.8 0.8 3.3
H -0.317 1.524 -0.090 -1.9 -1.3 -0.2
H -1.914 1.441 0.908 1.3 -1.0 -1.9
H -3.280 -0.563 0.917 1.5 -1.4 -0.2
H -2.659 -1.795 -0.373 0.3 0.9 2.5
H -2.104 -2.371 2.864 -0.7 -0.4 -2.2
H -3.766 -2.695 2.041 2.5 0.4 -0.4
H -1.147 -4.451 1.536 -1.7 1.1 -1.0
H -2.996 -4.794 1.370 1.9 1.6 -0.5
H -2.150 -3.914 -0.066 0.3 -0.1 2.7
H -0.538 -2.484 -0.615 1.3 2.0 0.5
H -0.125 -0.885 -1.528 -0.2 -0.9 2.5
H 1.745 0.926 0.283 0.8 -1.8 -1.0
H 2.509 0.249 -1.363 -1.0 -0.7 2.5
H 3.324 -0.114 0.298 -2.2 0.3 -1.1
H 2.679 -1.840 -1.966 -0.9 -1.2 1.6
H 3.102 -3.090 -0.585 -2.1 1.2 -1.1
H 1.381 -3.164 -1.550 2.0 1.1 1.0
H 1.570 -2.675 4.229 -2.4 0.4 -1.0
H -0.155 -3.178 3.413 1.5 1.7 0.7
H 0.026 -1.575 4.523 1.1 -1.7 -1.7
H 1.822 0.057 4.240 0.6 -0.9 -2.4
H 2.304 0.675 2.493 -0.2 -2.2 1.4
H 3.148 -0.915 3.219 -1.8 1.3 0.0
H 0.100 0.743 2.139 -0.8 -2.4 -0.1
H -1.086 -0.447 2.992 1.9 -0.1 -2.0
C -5.458 5.591 4.731 0.0 0.1 0.2
C -4.159 5.345 3.979 0.0 0.0 -0.2
C -4.282 4.277 2.891 0.1 0.0 -0.1
C -4.643 2.872 3.386 -0.2 0.0 0.1
C -3.685 2.273 4.419 -0.1 -0.1 -0.1
C -2.274 2.078 3.888 0.1 0.0 0.2
H -5.787 4.698 5.272 0.0 0.1 -0.1
H -5.323 6.392 5.465 -0.1 -0.1 -0.1
H -6.256 5.893 4.045 0.0 -0.1 0.1
H -3.368 5.083 4.689 0.0 0.0 -0.1
H -3.849 6.286 3.508 0.0 -0.1 0.0
H -3.338 4.234 2.334 -0.1 0.0 0.0
H -5.043 4.594 2.166 0.1 0.0 0.1
H -4.693 2.203 2.518 0.0 0.0 0.1
H -5.653 2.885 3.812 0.1 0.0 -0.1
H -4.077 1.296 4.728 0.0 0.1 0.0
H -3.657 2.891 5.321 0.0 0.0 0.0
H -2.274 1.427 3.008 0.0 0.1 0.1
H -1.645 1.611 4.653 0.0 0.0 -0.2
H -1.809 3.030 3.614 0.0 -0.1 0.0
C 3.446 1.111 -4.808 0.1 0.2 0.0
C 3.205 0.234 -6.027 -0.2 -0.1 0.0
C 3.129 -1.258 -5.695 0.0 -0.1 -0.1
C 4.405 -1.866 -5.101 0.0 0.1 0.1
C 5.664 -1.719 -5.959 0.0 -0.1 0.1
C 5.561 -2.424 -7.303 0.1 0.1 -0.2
H 4.410 0.895 -4.339 -0.1 0.0 0.0
H 3.448 2.167 -5.099 0.0 -0.1 0.1
H 2.657 0.968 -4.062 0.1 0.0 0.0
H 3.983 0.422 -6.774 0.0 -0.1 0.0
H 2.257 0.535 -6.489 0.1 -0.1 0.0
H 2.854 -1.806 -6.604 0.0 0.0 0.1
H 2.307 -1.422 -4.986 0.1 0.0 -0.1
H 4.224 -2.932 -4.915 0.0 0.1 0.0
H 4.597 -1.419 -4.118 0.0 0.0 -0.1
H 6.510 -2.145 -5.407 -0.1 0.1 0.0
H 5.901 -0.662 -6.116 0.0 0.0 0.0
H 5.365 -3.492 -7.169 0.0 0.1 0.0
H 6.501 -2.320 -7.855 -0.2 -0.1 0.0
H 4.765 -2.000 -7.922 0.1 -0.1 0.0
```
Positions in Å, forces in eV/Å.

Here are the Löwdin charges for atoms 1 to 2, given in e:
1 C 0.048
2 C -0.088



(6)
Molecular formula: C7H10N3
Method: DFT, ωB97M-V/def2-TZVPD

Strongest force on any atom: 3.0 eV/A
ΔE to the lowest compared entry with this formula, charge and spin: 78.43 kcal/mol
Kohn-Sham gap: 8.3 eV
Charge: +1

Structure (XYZ):
```
20
Properties=species:S:1:pos:R:3:forces:R:3
C -2.039 0.828 -0.551 0.1 1.2 -1.0
N -1.380 0.074 0.551 1.3 -1.0 -0.8
C -1.518 -1.497 0.264 -0.7 0.5 -2.1
N -0.282 -2.075 0.005 0.9 0.2 1.0
C 0.603 -1.161 0.078 -1.5 2.5 -0.6
C 1.971 -1.122 -0.273 1.6 -0.9 -0.8
C 2.740 0.002 -0.181 -0.3 -0.1 0.6
C 2.095 1.209 0.174 -0.9 0.2 -0.4
C 0.779 1.293 0.447 1.0 -0.6 -0.1
N 0.009 0.186 0.363 1.8 -2.3 0.4
H -1.546 0.305 -1.389 -0.7 0.6 -0.1
H -3.150 0.784 -0.647 1.0 -0.3 0.6
H -1.683 1.898 -0.588 -0.5 -1.1 0.4
H -1.548 0.163 1.543 -0.9 0.9 0.3
H -2.061 -1.539 -0.675 -0.7 0.0 0.2
H -2.110 -1.785 1.063 -0.9 -1.4 1.6
H 2.324 -2.048 -0.749 0.2 0.3 0.8
H 3.838 0.098 -0.213 -0.6 -0.8 -0.8
H 2.482 2.164 -0.045 1.3 0.8 0.5
H 0.477 2.222 0.823 -1.4 1.1 0.1
```
Positions in Å, forces in eV/Å.

Here are the Löwdin charges for atoms 1 to 2, given in e:
1 C 0.038
2 N -0.032



- Which formula does entry 3 have?
  C4H6N2OS



Repeat the fourth record exactly.
Molecular formula: C4H12N2O2
Method: DFT, ωB97M-V/def2-TZVPD

Strongest force on any atom: 3.7 eV/A
ΔE to the lowest compared entry with this formula, charge and spin: 81.61 kcal/mol
Kohn-Sham gap: 9.4 eV
Charge: 0

Structure (XYZ):
```
20
Properties=species:S:1:pos:R:3:forces:R:3
N 1.898 -1.570 -0.159 -1.8 2.3 0.3
C 1.668 -0.044 -0.172 3.6 -0.8 -0.6
C 0.576 0.404 -1.160 0.0 1.1 0.7
N -0.661 -0.250 -0.739 0.4 0.1 -0.9
C -1.234 0.498 0.345 0.2 0.0 1.5
C -1.805 1.898 0.012 1.2 -0.2 -0.4
O -1.200 2.847 -0.438 0.0 -0.7 0.3
H 2.688 -1.878 0.426 -0.4 0.3 -1.3
H 1.797 -1.747 -1.159 1.0 -1.1 0.7
H 2.598 0.357 -0.650 -0.4 0.2 0.4
H 1.771 0.387 0.880 -1.1 -0.6 -1.3
H 0.788 0.325 -2.295 0.0 -0.5 2.0
H 0.483 1.513 -0.960 0.2 -1.0 -0.7
H -1.242 -0.473 -1.527 -0.6 0.2 0.1
H -2.015 -0.133 0.869 0.8 0.9 -0.5
H -0.344 0.676 1.051 -1.6 -0.3 -0.6
H -2.846 2.014 0.203 -1.5 0.1 0.3
O 0.183 -2.685 2.000 -0.6 2.7 1.6
H 0.230 -3.605 1.966 0.3 -2.0 -0.9
H 0.355 -2.186 1.195 0.4 -0.8 -0.7
```
Positions in Å, forces in eV/Å.

Here are the Löwdin charges for atoms 1 to 2, given in e:
1 N -0.028
2 C -0.258



- What is the charge in the fifth record?
  0